1.
ORCA calculation (ωB97M-V/def2-TZVPD) on a cluster of 8 separate species, C34H62FN8O3P in total.

Values from the calculation:
LUMO energy, eV: 0.291
SMILES: CO[C@@H](CC(=O)F)[C@@H](N)P(C)O.CCCC#N.CCCC#N.CCCC#N.CCCC#N.CCCC#N.CCCC#N.CCCC#N
Calculated total energy, Eh: -2437.6650
Orbital gap, eV: 8.910

Each line ends with the Mulliken charge.
Cartesian coordinates (Å):
C 2.622 3.116 -2.398  -0.7133
O 2.141 1.863 -2.858  -0.3402
C 2.895 0.751 -2.478  -0.3918
C 2.424 0.266 -1.072  -0.2018
C 1.225 -0.615 -1.159  0.2569
O 0.123 -0.323 -1.492  -0.4975
F 1.490 -1.899 -0.820  -0.3309
C 2.779 -0.361 -3.564  0.3201
N 1.878 0.028 -4.651  -0.5826
P 4.411 -0.727 -4.354  -0.0452
C 5.302 -1.316 -2.862  -0.9752
O 4.969 0.836 -4.462  -0.5103
H 2.142 3.350 -1.444  0.2486
H 2.362 3.865 -3.150  0.2752
H 3.710 3.129 -2.272  0.3047
H 3.950 1.021 -2.363  0.6883
H 3.241 -0.224 -0.539  0.4363
H 2.125 1.155 -0.505  0.0391
H 2.495 -1.322 -3.106  0.1920
H 0.927 0.082 -4.291  0.1925
H 1.853 -0.722 -5.339  0.3197
H 4.898 -2.288 -2.564  0.2989
H 6.351 -1.458 -3.134  0.3969
H 5.263 -0.628 -2.012  0.2414
H 5.672 0.831 -5.125  0.3190
C -2.124 -2.680 0.271  -0.7947
C -2.892 -1.682 -0.584  0.2503
C -4.147 -1.129 0.102  -0.2376
C -5.105 -2.190 0.415  0.0626
N -5.861 -3.026 0.658  -0.5103
H -2.722 -3.562 0.506  0.3697
H -1.229 -3.015 -0.252  0.3200
H -1.808 -2.213 1.203  -0.1122
H -3.177 -2.150 -1.528  0.3024
H -2.234 -0.849 -0.829  -0.2334
H -4.647 -0.401 -0.538  0.4223
H -3.884 -0.626 1.036  0.1463
C -1.543 -0.659 3.485  -0.7562
C -0.506 -1.282 4.409  -0.7436
C 0.525 -0.256 4.893  0.3158
C 1.243 0.330 3.759  0.3055
N 1.805 0.793 2.866  -0.4724
H -1.071 -0.252 2.588  0.0246
H -2.270 -1.405 3.168  0.3591
H -2.086 0.148 3.983  0.4206
H 0.014 -2.088 3.888  0.2827
H -0.999 -1.726 5.274  0.4241
H 1.249 -0.722 5.562  0.3890
H 0.033 0.549 5.439  -0.5595
C -5.527 -5.562 -1.392  -0.9543
C -5.407 -5.731 -2.902  -0.4110
C -5.032 -7.158 -3.319  -0.4698
C -3.735 -7.557 -2.768  0.2551
N -2.711 -7.868 -2.341  -0.4273
H -4.576 -5.763 -0.895  0.3238
H -5.821 -4.548 -1.135  0.1941
H -6.275 -6.242 -0.981  0.3432
H -4.658 -5.039 -3.293  0.2425
H -6.356 -5.475 -3.376  0.3252
H -4.976 -7.245 -4.404  0.2999
H -5.783 -7.867 -2.967  0.2773
C -2.570 4.140 -0.496  -1.3371
C -2.044 2.755 -0.853  -0.2522
C -1.126 2.169 0.225  1.3287
C 0.058 3.003 0.436  -0.0039
N 1.016 3.631 0.554  -0.6921
H -1.755 4.858 -0.395  0.3358
H -3.241 4.508 -1.271  0.3998
H -3.123 4.120 0.446  0.3180
H -1.500 2.798 -1.798  0.3216
H -2.881 2.069 -0.998  0.2470
H -0.782 1.173 -0.062  -0.9705
H -1.656 2.081 1.176  0.3513
C -1.527 5.072 7.809  -1.1867
C -0.324 4.154 7.630  -0.6269
C -0.649 2.904 6.803  -0.2276
C -1.687 2.089 7.438  0.3765
N -2.500 1.446 7.941  -0.5066
H -2.330 4.573 8.353  0.3623
H -1.248 5.961 8.373  0.3465
H -1.921 5.396 6.843  0.2945
H 0.055 3.848 8.607  0.3234
H 0.481 4.693 7.129  0.3749
H 0.243 2.288 6.687  0.2446
H -0.997 3.184 5.807  0.3069
C -1.690 1.302 -6.535  -0.8652
C -1.643 1.040 -8.035  -0.4379
C -1.381 -0.432 -8.376  -0.4787
C -0.100 -0.883 -7.832  0.2616
N 0.908 -1.239 -7.404  -0.4579
H -0.733 1.071 -6.064  0.1085
H -1.909 2.351 -6.335  0.3373
H -2.464 0.699 -6.054  0.3135
H -0.866 1.657 -8.489  0.3004
H -2.590 1.332 -8.493  0.3089
H -1.364 -0.583 -9.455  0.3017
H -2.166 -1.068 -7.963  0.2685
C 4.912 0.510 4.069  -0.8376
C 6.280 0.986 3.598  -0.4872
C 7.401 0.659 4.591  -0.4696
C 7.171 1.295 5.890  0.2499
N 6.990 1.796 6.911  -0.4280
H 4.624 1.004 4.999  0.3706
H 4.147 0.733 3.328  0.1084
H 4.912 -0.569 4.242  0.3053
H 6.254 2.064 3.428  0.3049
H 6.523 0.519 2.642  0.3067
H 8.366 0.999 4.215  0.3062
H 7.468 -0.419 4.750  0.2671

***

2.
ORCA calculation (ωB97M-V/def2-TZVPD) on a cluster of 12 separate species, C34H64Cl23NO4PS in total.

Values from the calculation:
LUMO energy, eV: -4.216
Total charge: +1
Calculated total energy, Eh: -13013.0030
Orbital gap, eV: 7.353

Each line ends with the Mulliken charge.
Cartesian coordinates (Å):
O 1.604 -3.765 -2.681  -0.6504
P 1.810 -2.483 -1.778  0.4873
C 0.122 -1.596 -1.618  -0.1015
N -0.454 -0.938 -2.883  -0.0806
C -1.780 -0.157 -2.894  0.2175
C -2.350 0.572 -4.247  -0.2345
C -2.672 2.172 -4.094  -0.4543
C -1.507 3.048 -3.344  -0.3368
C -2.077 4.273 -2.400  0.2548
S -3.094 3.717 -0.928  1.1447
O -4.478 3.115 -1.276  -0.6387
O -2.265 2.793 0.000  -0.5776
O -3.427 5.141 0.012  -0.4333
C -2.702 -0.016 -1.525  -0.1138
C -2.177 -0.690 -0.118  -0.5692
C -0.710 -1.479 -0.196  0.6457
C -0.157 -2.113 1.224  -0.0587
C 0.379 -0.812 2.128  -0.5503
C 2.020 -0.591 1.956  0.0734
Cl 2.634 0.922 2.909  -0.2050
H 2.711 -1.589 -2.464  0.1373
H 2.301 -2.747 -0.448  0.0284
H 0.123 -1.027 -3.758  0.3513
H -3.387 0.050 -4.526  -0.2630
H -1.668 0.418 -5.207  0.2972
H -3.744 2.277 -3.636  0.4037
H -2.751 2.602 -5.205  0.3597
H -0.870 3.571 -4.207  0.0564
H -0.743 2.427 -2.712  0.2604
H -1.110 4.813 -1.954  -0.3601
H -2.609 5.112 -3.062  0.0083
H -4.026 4.911 0.786  0.2946
H -3.716 0.579 -1.600  0.3887
H -2.784 -0.590 0.884  0.3271
H 0.689 -2.902 1.047  0.0638
H -1.106 -2.584 1.770  0.0138
H -0.164 0.197 1.815  0.2312
H 0.190 -0.984 3.272  0.3550
H 2.303 -0.418 0.832  0.1245
H 2.555 -1.507 2.461  -0.0463
Cl -0.822 -7.010 2.440  -0.1809
C -2.020 -6.063 3.359  -0.4540
C -3.065 -5.428 2.456  -0.5716
Cl -2.379 -4.135 1.440  -0.1193
H -1.482 -5.311 3.945  0.3019
H -2.503 -6.756 4.055  0.3711
H -3.851 -4.969 3.063  0.3019
H -3.531 -6.166 1.796  0.3483
Cl -5.180 5.814 -4.791  -0.1582
C -4.637 7.487 -4.509  -0.5745
C -3.559 7.914 -5.493  -0.4419
Cl -2.023 7.053 -5.223  -0.1240
H -4.291 7.562 -3.474  0.3049
H -5.517 8.128 -4.621  0.3796
H -3.348 8.981 -5.373  0.3052
H -3.867 7.741 -6.529  0.3280
Cl 2.859 7.622 -3.897  -0.2064
C 1.241 7.434 -3.178  -0.1323
C 1.255 6.524 -1.959  -0.4726
Cl 1.588 4.828 -2.391  -0.0541
H 0.566 7.058 -3.953  -0.0437
H 0.905 8.434 -2.889  0.3615
H 0.276 6.540 -1.472  0.2959
H 2.006 6.841 -1.228  0.2792
Cl -5.332 -0.597 -6.759  -0.1694
C -6.715 -1.167 -5.792  -0.4157
C -6.652 -0.676 -4.354  -0.5020
Cl -5.319 -1.430 -3.444  -0.1431
H -6.738 -2.260 -5.843  0.3069
H -7.618 -0.784 -6.276  0.3156
H -7.577 -0.934 -3.832  0.4091
H -6.524 0.411 -4.305  0.2563
Cl 0.146 2.336 -6.025  -0.0825
C 1.440 3.329 -6.741  -0.5606
C 2.825 2.790 -6.417  -0.4457
Cl 3.230 2.970 -4.693  -0.1415
H 1.315 4.357 -6.387  0.2659
H 1.282 3.321 -7.824  0.3538
H 3.581 3.345 -6.980  0.3182
H 2.915 1.730 -6.678  0.3126
Cl 3.131 -4.001 2.366  -0.1706
C 3.126 -5.609 1.598  -0.3539
C 3.209 -6.733 2.618  -0.5510
Cl 4.796 -6.793 3.424  -0.2255
H 3.956 -5.648 0.886  0.2894
H 2.191 -5.687 1.035  0.2961
H 3.070 -7.697 2.121  0.3747
H 2.439 -6.634 3.391  0.2822
Cl 4.547 -9.429 7.135  -0.2069
C 5.841 -8.435 6.419  -0.1576
C 7.225 -8.975 6.743  -0.4509
Cl 7.631 -8.794 8.467  -0.1890
H 5.716 -7.407 6.773  0.3723
H 5.683 -8.444 5.336  0.0281
H 7.981 -8.420 6.180  0.3044
H 7.316 -10.034 6.482  0.3232
Cl 5.357 -3.851 -0.072  -0.0582
C 7.080 -3.962 -0.511  -0.6225
C 7.892 -4.710 0.535  -0.4082
Cl 8.031 -3.797 2.058  -0.1766
H 7.457 -2.946 -0.664  0.3417
H 7.129 -4.491 -1.467  0.3072
H 8.910 -4.871 0.169  0.3328
H 7.454 -5.686 0.763  0.2969
Cl 1.153 -6.352 9.390  -0.2024
C 2.515 -7.434 9.776  -0.0762
C 2.085 -8.616 10.631  -0.4343
Cl 1.621 -8.121 12.278  -0.1870
H 3.291 -6.841 10.269  0.3307
H 2.914 -7.791 8.822  -0.0452
H 2.915 -9.321 10.734  0.2839
H 1.238 -9.149 10.186  0.3254
Cl -6.142 5.657 2.362  -0.2015
C -7.462 5.877 1.187  -0.4112
C -7.352 7.197 0.440  -0.3094
Cl -7.660 8.596 1.498  -0.1762
H -8.412 5.795 1.723  0.3651
H -7.398 5.044 0.480  0.2435
H -8.098 7.235 -0.360  0.3101
H -6.363 7.324 -0.011  0.2027
Cl 1.658 4.952 1.292  -0.1229
C 2.911 6.041 1.938  -0.5810
C 2.318 7.303 2.545  -0.4005
Cl 1.604 8.371 1.311  -0.1720
H 3.610 6.273 1.129  0.3186
H 3.452 5.479 2.705  0.3690
H 3.102 7.879 3.045  0.3174
H 1.542 7.070 3.282  0.3031

***

3.
ORCA calculation (ωB97M-V/def2-TZVPD) on a structure of composition C34H64ClN2O7PS.

Values from the calculation:
LUMO energy, eV: -1.271
Calculated total energy, Eh: -3169.6025
Orbital gap, eV: 7.347

Each line ends with the Mulliken charge.
Cartesian coordinates (Å):
C 4.633 0.432 0.649  -0.0567
C 3.493 0.729 0.398  -1.3806
C 2.085 1.069 0.230  0.9821
C 1.763 2.375 0.522  -1.1585
C 0.424 2.878 0.451  0.2049
N -0.060 4.094 0.725  -0.7652
S -1.672 3.994 0.479  0.1971
N -1.823 2.450 0.024  -0.6507
C -0.594 1.916 0.057  0.6134
C -0.253 0.537 -0.246  0.8958
C -1.374 -0.332 -0.562  -1.8676
C -2.267 -1.137 -0.605  0.4388
C 1.063 0.080 -0.182  0.2918
P 1.624 -1.656 -0.495  1.0713
O 3.038 -1.489 -1.350  -0.5352
Cl 0.389 -2.640 -1.850  -0.2989
H 5.705 0.411 0.756  0.5114
H 2.558 3.062 0.829  0.5626
H -3.121 -1.794 -0.555  0.5968
H 2.981 -0.707 -1.926  0.3129
C 1.915 1.029 3.898  -1.1959
C 0.886 -0.054 3.617  -0.0084
O 1.439 -1.356 3.546  -0.2396
C 2.057 -1.837 4.728  0.0268
C 1.101 -1.963 5.903  -1.2882
H 2.757 0.944 3.209  0.1864
H 1.465 2.018 3.787  0.3880
H 2.311 0.956 4.913  0.4343
H 0.433 0.130 2.640  -0.0700
H 0.072 -0.020 4.350  0.3714
H 2.919 -1.215 4.991  0.2680
H 2.448 -2.825 4.481  0.0757
H 0.774 -0.985 6.262  0.3055
H 1.587 -2.477 6.733  0.4247
H 0.210 -2.523 5.613  0.2938
C -4.943 7.101 -2.199  -1.1140
C -5.033 6.114 -1.047  -0.2182
O -4.576 6.639 0.187  -0.3414
C -5.293 7.750 0.695  -0.3313
C -6.749 7.443 1.004  -1.0500
H -3.945 7.539 -2.251  0.2997
H -5.160 6.601 -3.144  0.3971
H -5.656 7.919 -2.084  0.2565
H -4.392 5.257 -1.262  0.2813
H -6.052 5.724 -0.944  0.2741
H -5.209 8.605 0.016  0.2981
H -4.787 8.034 1.619  0.3018
H -7.325 7.268 0.093  0.2708
H -7.209 8.280 1.532  0.3871
H -6.830 6.547 1.621  0.2895
C -4.113 -5.248 2.657  -1.1519
C -4.001 -3.745 2.468  -0.1173
O -5.113 -3.172 1.800  -0.3940
C -6.361 -3.292 2.458  -0.3123
C -6.408 -2.595 3.807  -1.0501
H -4.358 -5.737 1.712  0.3058
H -3.173 -5.654 3.032  0.4013
H -4.896 -5.506 3.373  0.2719
H -3.134 -3.530 1.841  0.2236
H -3.826 -3.242 3.425  0.2597
H -6.645 -4.346 2.553  0.2996
H -7.093 -2.831 1.793  0.3174
H -5.776 -3.098 4.541  0.2621
H -7.427 -2.587 4.195  0.3920
H -6.054 -1.566 3.719  0.2893
C 4.648 6.535 -1.899  -1.0370
C 5.183 5.362 -2.703  -0.2802
O 4.776 4.101 -2.202  -0.4264
C 3.382 3.852 -2.208  0.4347
C 2.770 3.852 -3.599  -1.3084
H 4.852 6.398 -0.836  0.2789
H 5.111 7.465 -2.231  0.3971
H 3.567 6.643 -2.015  0.2520
H 6.273 5.364 -2.653  0.3370
H 4.917 5.459 -3.761  0.2904
H 2.863 4.560 -1.551  0.2237
H 3.252 2.864 -1.767  -0.2329
H 2.770 4.851 -4.039  0.3280
H 1.736 3.506 -3.559  0.4092
H 3.336 3.199 -4.267  0.3472
C 1.051 -2.194 -5.069  -1.0311
C 0.382 -3.547 -5.237  -0.2114
O -0.829 -3.494 -5.971  -0.4326
C -0.723 -3.049 -7.310  -0.2992
C 0.138 -3.946 -8.184  -1.0511
H 0.341 -1.456 -4.691  0.2876
H 1.889 -2.266 -4.376  0.2961
H 1.438 -1.822 -6.022  0.3944
H 0.117 -3.938 -4.255  0.2163
H 1.072 -4.271 -5.685  0.2720
H -0.367 -2.013 -7.343  0.2920
H -1.741 -3.041 -7.702  0.3299
H 1.191 -3.892 -7.900  0.2689
H 0.060 -3.645 -9.229  0.3888
H -0.175 -4.987 -8.090  0.2863
C 5.639 -5.674 2.626  -1.0608
C 4.299 -6.157 3.156  -0.3025
O 3.347 -5.123 3.314  -0.4626
C 2.968 -4.440 2.128  0.3561
C 2.295 -5.337 1.103  -1.0649
H 6.002 -4.829 3.214  0.2808
H 6.376 -6.478 2.669  0.4093
H 5.565 -5.346 1.588  0.2483
H 4.443 -6.585 4.150  0.3367
H 3.896 -6.958 2.526  0.3129
H 3.828 -3.920 1.691  0.2156
H 2.263 -3.668 2.438  -0.0915
H 2.999 -6.054 0.673  0.2965
H 1.889 -4.739 0.286  0.2129
H 1.485 -5.907 1.562  0.3561

***

4.
ORCA calculation (ωB97M-V/def2-TZVPD) on a structure of composition C34H65ClN4OP3SbSe4Sn.

Values from the calculation:
LUMO energy, eV: 3.826
Total charge: -2
Calculated total energy, Eh: -13173.4980
Orbital gap, eV: 5.160

Each line ends with the Mulliken charge.
Cartesian coordinates (Å):
Sn 0.701 1.240 -0.594  0.6432
C -0.490 -2.067 4.455  -1.1993
P -0.622 -0.736 3.184  1.2289
C 0.442 0.533 3.994  -1.3272
C -2.295 -0.067 3.663  -1.0966
C -2.574 1.339 3.087  -1.3883
P -1.818 1.697 1.406  1.0053
C -1.788 3.532 1.578  -0.8384
C -3.315 1.558 0.344  -1.5056
H -0.501 -1.672 5.476  0.5017
H 0.433 -2.620 4.272  0.2277
H -1.323 -2.764 4.325  0.2036
H 0.075 0.791 4.994  0.4085
H 0.493 1.427 3.370  0.0933
H 1.452 0.128 4.058  0.4181
H -2.389 -0.048 4.756  0.5600
H -3.026 -0.783 3.275  0.2816
H -2.149 2.090 3.756  0.3389
H -3.652 1.515 3.026  0.6063
H -2.788 3.965 1.684  0.5057
H -1.279 3.923 0.696  -0.3707
H -1.171 3.811 2.438  0.3997
H -4.103 2.226 0.702  0.5030
H -3.666 0.527 0.343  0.3121
H -3.047 1.822 -0.683  0.2407
Se 2.058 -3.127 1.945  -0.6777
Sb 2.926 -1.571 0.261  0.8508
Se 1.746 -1.922 -1.851  -0.7732
Se 2.477 0.846 1.122  -0.4952
Se 5.337 -1.736 0.010  -0.8296
C -1.041 -5.285 2.411  -1.4795
C -2.393 -5.272 1.693  2.4262
C -3.080 -3.949 2.084  -1.4343
C -3.235 -6.424 2.266  -2.1044
C -2.313 -5.400 0.122  2.0038
O -3.593 -5.055 -0.430  -0.6741
C -2.043 -6.838 -0.394  -2.1915
C -0.697 -7.550 -0.147  -1.2003
C 0.456 -6.994 -0.957  0.3318
C 1.494 -6.273 -0.380  0.0707
C 2.524 -5.742 -1.151  -0.8753
C 2.522 -5.963 -2.517  0.3935
Cl 3.806 -5.321 -3.499  -0.2454
C 1.502 -6.684 -3.120  -0.8565
C 0.478 -7.191 -2.337  -0.0415
C -1.294 -4.451 -0.547  -1.9471
N -1.691 -3.069 -0.727  1.8332
C -1.231 -2.004 -0.051  -0.8318
N -1.644 -0.892 -0.622  0.0075
C -2.356 -1.354 -1.684  -0.6980
N -2.416 -2.662 -1.796  -1.1048
H -1.216 -5.121 3.479  0.5614
H -0.369 -4.493 2.072  -0.3511
H -0.514 -6.236 2.317  0.2740
H -3.353 -3.985 3.144  0.5589
H -3.980 -3.767 1.498  0.3497
H -2.408 -3.102 1.942  -0.1809
H -3.350 -6.277 3.343  0.5185
H -2.751 -7.393 2.117  0.3541
H -4.242 -6.469 1.835  0.3814
H -4.226 -5.712 -0.124  0.6006
H -2.192 -6.779 -1.475  0.6061
H -2.846 -7.471 -0.004  0.5549
H -0.835 -8.597 -0.433  0.4204
H -0.445 -7.542 0.911  0.4422
H 1.494 -6.055 0.683  0.3147
H 3.292 -5.134 -0.687  0.3648
H 1.510 -6.834 -4.192  0.3900
H -0.331 -7.740 -2.814  0.3194
H -1.076 -4.831 -1.543  0.1663
H -0.358 -4.424 0.010  0.4751
H -0.573 -2.083 0.811  0.4935
H -2.819 -0.701 -2.410  0.4668
C 1.722 5.746 1.231  -1.7503
C 1.391 6.149 -0.223  2.4243
C 2.280 7.321 -0.651  -2.0714
C -0.066 6.645 -0.202  -1.8337
P 1.466 4.536 -1.268  0.0452
N 0.849 3.388 -0.438  -0.2740
C 3.290 4.261 -1.771  2.3341
C 3.487 2.848 -2.351  -1.2960
C 4.093 4.292 -0.457  -1.7844
C 3.885 5.269 -2.762  -2.1271
C 0.483 4.882 -2.881  2.3203
C 0.855 3.783 -3.889  -1.9696
C -1.012 4.691 -2.565  -1.7433
C 0.710 6.247 -3.545  -1.9192
H 1.255 6.452 1.927  0.5052
H 2.793 5.738 1.428  0.3186
H 1.333 4.745 1.433  0.2385
H 2.047 8.185 -0.017  0.5397
H 2.102 7.618 -1.687  0.2539
H 3.341 7.108 -0.529  0.2854
H -0.167 7.394 0.590  0.6903
H -0.758 5.832 0.020  0.0748
H -0.367 7.115 -1.136  0.2867
H 2.891 2.104 -1.834  -0.1195
H 4.526 2.540 -2.214  0.5131
H 3.257 2.787 -3.412  0.2680
H 3.617 3.664 0.300  0.2591
H 4.205 5.301 -0.060  0.2475
H 5.095 3.894 -0.637  0.5974
H 3.428 5.187 -3.748  0.2753
H 4.952 5.047 -2.881  0.5483
H 3.798 6.301 -2.426  0.2607
H 0.818 2.790 -3.434  0.2896
H 1.846 3.935 -4.314  0.2424
H 0.137 3.798 -4.715  0.6577
H -1.139 3.872 -1.853  0.2576
H -1.557 4.437 -3.481  0.5279
H -1.468 5.583 -2.135  0.2819
H 1.765 6.435 -3.745  0.2469
H 0.327 7.072 -2.947  0.2863
H 0.182 6.268 -4.507  0.5214